15
Properties=species:S:1:pos:R:3:forces:R:3 method="wB97M-V/def2-TZVPD" charge=+1 mol_weight_g_mol=85.130 homo_lumo_gap_ev=8.6809 relative_energy_kcal_mol=74.3
C -2.2727 -1.1486 0.1835 -1.43 -1.39 -0.17
C -1.4141 -0.3495 -0.0836 -0.39 -1.20 0.51
C 0.3939 1.1512 0.9590 -0.15 2.50 -2.64
C -0.4411 0.6366 -0.2442 0.19 1.33 1.52
N 1.6192 -1.4073 0.1665 -2.80 0.02 -3.10
N -0.4898 1.2893 -1.3659 -1.23 -1.45 -2.55
H -3.1032 -1.9156 0.3007 1.60 1.51 -0.07
H 0.4938 0.5279 1.8198 -0.68 -0.42 0.34
H -0.0504 2.2366 1.1562 1.09 -2.28 -0.06
H 1.4224 1.2081 0.5206 -0.75 0.42 0.56
H 2.4913 -1.5691 0.5606 1.58 -0.69 1.00
H 1.5576 -1.8439 -0.7912 0.57 0.62 1.42
H -1.0643 0.8956 -2.2060 1.18 0.91 2.29
H 0.0342 2.1046 -1.6200 0.63 0.33 0.41
H 0.8233 -1.8158 0.6438 0.60 -0.21 0.55